No. 1
Density functional theory data (ωB97M-V/def2-TZVPD) for an isolated ion of composition C11H22N3O and charge +1 in a non-equilibrium geometry.

XYZ file:
```
37
Properties=species:S:1:pos:R:3:forces:R:3:mulliken_charge:R:1
C 1.6026 1.5194 0.1099 -3.91 1.40 0.72 0.001
C 2.5611 1.5973 1.0063 1.08 -1.12 -2.08 -0.933
C -1.7174 -0.9009 -1.2913 -1.34 1.31 2.39 -1.334
C -1.1343 -2.0518 -0.4013 -0.95 0.47 -3.42 -0.969
C -0.2516 -0.4277 1.3949 2.39 -1.92 -0.03 -0.775
C -0.8350 0.3678 -0.9412 -0.59 0.31 -1.25 0.575
C -0.8715 -1.8435 1.0470 0.20 1.53 1.62 0.500
C -0.8252 0.6324 0.5901 -3.38 2.96 -1.59 -0.396
C 0.5540 0.0593 -1.5178 -1.74 -1.96 0.77 -1.367
C -0.1546 -3.0849 1.5937 -0.70 -1.10 -0.62 -1.412
C 0.9624 2.4970 -2.1030 3.73 -0.71 0.19 -0.844
N -0.2756 2.0391 0.6536 2.49 -2.30 -1.99 0.242
N -0.3210 2.6527 1.7977 0.32 0.49 1.97 -0.833
N 1.4762 1.2224 -1.3755 -0.23 1.30 2.59 0.368
O 0.2562 -0.1880 -2.8405 1.38 -0.26 -1.78 -0.561
H 3.6323 1.3619 0.8003 -0.82 0.38 0.26 0.300
H 2.2474 1.6789 2.0281 -0.02 0.48 0.48 0.237
H -1.8535 -1.1457 -2.4086 0.30 0.40 2.03 0.330
H -2.7474 -0.6789 -0.8074 1.34 -0.16 -1.24 0.434
H -1.8469 -2.8176 -0.6159 -0.39 -1.07 0.54 0.534
H -0.3035 -2.3370 -1.0507 0.78 -0.66 0.90 0.299
H -0.3752 -0.3514 2.4680 -0.04 0.54 0.25 0.447
H 0.8376 -0.2828 1.1730 -0.54 -1.10 0.52 0.288
H -1.2148 1.2555 -1.6063 0.47 -1.35 1.77 0.540
H -1.7988 -1.7241 1.6505 -0.07 -0.57 -0.90 0.324
H -1.9168 0.7541 0.8614 0.87 0.13 -0.16 0.789
H 0.9230 -0.9005 -1.0423 0.50 1.65 -0.23 0.695
H -0.1546 -3.2150 2.7138 0.04 0.30 -1.26 0.354
H 0.8694 -3.1727 1.1656 -0.57 0.03 0.47 0.324
H -0.7894 -3.9181 1.1042 1.25 0.79 1.19 0.357
H 0.4461 2.2171 -2.9408 -1.52 -1.08 -1.93 0.513
H 0.3990 3.1809 -1.5230 -0.10 0.22 1.04 0.284
H 1.9268 2.8566 -2.5042 -0.67 0.71 0.41 0.329
H 0.0638 2.2189 2.6437 -0.30 0.10 -0.28 0.209
H -0.2284 3.6681 1.7726 0.07 -0.54 -0.15 0.229
H 2.4436 1.0273 -1.5733 0.38 -0.38 -1.31 0.443
H 0.2215 -1.1464 -3.0273 0.30 0.78 0.14 0.475
```
Positions in Å, forces in eV/Å.

The multiplicity is 1. The HOMO-LUMO gap is 0.34672 Eh. As for the total charge: +1. Its HOMO energy is -12.1 eV. The calculation puts the lowest unoccupied orbital energy at -2.67 eV.

=====

No. 2
Density functional theory data (ωB97M-V/def2-TZVPD) for C28H32Cl2NO2PPd as an isolated structure in a non-equilibrium geometry.

XYZ file:
```
67
Properties=species:S:1:pos:R:3:forces:R:3:mulliken_spin:R:1
C 0.4613 -3.3781 -1.7284 0.59 -0.73 0.69 0.175
C -0.7117 -3.7621 -0.9917 0.39 -0.47 0.04 0.079
C -0.3290 -4.0386 0.3407 0.27 0.19 -0.25 0.108
C -2.0691 -3.9792 -1.5437 -0.09 -0.09 0.02 -0.005
C 1.0613 -3.8147 0.4620 -0.18 -0.38 -0.55 0.037
C 1.5654 -3.4110 -0.8206 -0.69 -0.70 -0.37 0.219
C 2.9944 -3.2055 -1.1680 -0.01 0.02 -0.03 -0.011
C 0.5318 -3.1193 -3.1885 0.00 0.02 -0.05 -0.018
C -1.2227 -4.5276 1.4152 -0.16 -0.15 0.00 0.018
C 1.8627 -4.0974 1.6759 0.05 0.00 0.00 -0.023
Pd 0.2141 -1.6622 -0.2410 -1.78 -0.99 0.85 1.339
Cl -4.9571 -1.1224 -0.4701 -0.45 0.02 0.14 0.002
Cl -1.5911 -0.8644 -1.5888 -1.07 0.09 -0.90 0.355
O 1.5898 -0.9370 1.0605 2.06 0.30 2.13 0.312
H -2.1941 -3.5042 -2.5088 -0.05 0.14 -0.09 -0.002
H -2.8372 -3.5881 -0.8831 -0.18 0.20 0.01 0.010
H -2.2398 -5.0512 -1.6638 -0.08 -0.25 -0.04 0.016
H -2.2192 -4.1068 1.3301 -0.20 0.08 -0.03 -0.003
H -0.8409 -4.2764 2.3993 0.08 0.03 0.22 0.002
H -1.3088 -5.6146 1.3539 -0.14 -0.22 0.16 0.003
H 1.3663 -3.7446 2.5750 -0.08 0.07 0.18 0.012
H 2.8383 -3.6284 1.6344 0.18 0.15 -0.02 0.000
H 2.0041 -5.1761 1.7694 0.10 -0.19 0.15 0.017
H 3.5468 -2.7720 -0.3399 0.08 0.14 0.16 0.006
H 3.1027 -2.5450 -2.0227 -0.03 0.17 -0.09 0.000
H 3.4576 -4.1602 -1.4230 0.20 -0.16 -0.05 0.007
H -0.3586 -2.6099 -3.5422 -0.17 0.13 0.02 0.006
H 0.6297 -4.0609 -3.7315 0.01 -0.17 -0.17 0.006
H 1.3823 -2.4935 -3.4394 0.13 0.16 0.03 0.000
H 1.2138 -0.7100 1.9216 -0.16 -0.32 -0.08 -0.044
O 1.1725 -0.4035 -1.3375 2.51 3.03 -2.82 0.307
H 2.0009 -0.1333 -0.9112 -0.29 -0.32 0.15 -0.027
N -0.5801 0.0087 0.7829 -0.14 2.24 0.75 0.930
P -0.2829 1.6188 0.5029 -0.52 -2.94 0.12 0.047
C 1.4600 2.3600 0.5723 -0.04 0.45 -0.21 0.028
C 1.6216 3.6200 -0.0416 0.35 -0.27 0.24 0.004
C 2.8501 4.2857 -0.0438 -0.07 -0.43 0.24 0.000
C 3.9540 3.7093 0.5764 -0.18 -0.05 -0.03 -0.001
C 3.8216 2.4819 1.2172 -0.63 0.31 -0.28 0.000
C 2.5883 1.8182 1.2319 -0.01 0.94 -0.29 0.010
C -1.1431 2.1053 -1.0550 0.49 0.88 0.01 0.040
C -2.5323 2.2837 -1.0724 0.21 0.28 -0.24 -0.021
C -3.1700 2.6841 -2.2524 0.60 -0.06 0.00 0.003
C -2.4251 2.9037 -3.4169 0.23 -0.21 0.66 0.003
C -1.0400 2.7207 -3.4028 -0.36 -0.10 0.62 -0.004
C -0.4010 2.3243 -2.2247 -0.31 0.15 -0.13 -0.007
C -1.1510 2.4748 1.8937 0.16 0.64 -0.04 0.036
C -1.2828 3.8720 1.8765 -0.36 -0.26 0.70 -0.004
C -1.9085 4.5361 2.9351 0.08 -0.45 -0.04 0.002
C -2.4007 3.8111 4.0226 0.20 -0.26 -0.33 0.001
C -2.2725 2.4203 4.0491 0.24 0.45 -0.46 0.001
C -1.6529 1.7518 2.9884 0.05 0.43 0.05 0.018
H 0.7889 4.1042 -0.5301 -0.13 -0.10 -0.10 0.003
H 2.9455 5.2498 -0.5247 -0.06 0.04 -0.06 0.000
H 4.9081 4.2226 0.5759 0.03 0.01 -0.03 0.000
H 4.6781 2.0439 1.7164 -0.10 -0.07 0.01 0.000
H 2.5707 0.9137 1.7839 -0.48 -0.85 0.01 0.008
H -3.1172 2.1238 -0.1759 -0.03 -0.16 -0.03 -0.007
H -4.2424 2.8293 -2.2615 0.01 -0.13 0.05 0.000
H -2.9197 3.2156 -4.3249 -0.08 0.02 -0.11 0.000
H -0.4615 2.8894 -4.2997 0.08 -0.04 -0.06 0.000
H 0.6726 2.1886 -2.2308 -0.05 -0.21 0.08 0.022
H -0.9050 4.4503 1.0461 0.03 -0.01 -0.12 -0.001
H -2.0061 5.6138 2.9145 -0.02 0.05 -0.01 0.000
H -2.8784 4.3272 4.8452 -0.04 0.03 0.03 0.000
H -2.6484 1.8596 4.8951 -0.02 -0.04 -0.03 0.000
H -1.5546 0.6762 3.0370 0.04 -0.04 -0.37 -0.011
```
Positions in Å, forces in eV/Å.

The multiplicity is 5. The HOMO-LUMO gap (spin up / spin down) is 0.16454 / 0.19253 Eh. As for the total charge: -2. Its HOMO energy (spin up / spin down) is -0.1 / -0.9 eV. The calculation puts the lowest unoccupied orbital energy (spin up / spin down) at 4.34 / 4.34 eV.

=====

Asked for energy relative to the best compared isomer or geometry (same formula, charge and spin) across the records above, the calculation gives 416.5, 0.0 kJ/mol in order.